{"formula": "C41H63N7O5S", "method": "the ωB97M-V functional and the def2-TZVPD basis", "max_force_ha_per_bohr": 0.0232, "homo_energy_ev": -8.25, "e_tot_ev": -75037.3807, "orbital_gap_ev": 7.404, "lumo_ha": -0.0312, "symbols": ["S", "O", "O", "O", "O", "O", "N", "N", "N", "N", "N", "N", "N", "C", "C", "C", "C", "C", "C", "C", "C", "C", "C", "C", "C", "C", "C", "C", "C", "C", "C", "C", "C", "C", "C", "C", "C", "C", "C", "C", "C", "C", "C", "C", "C", "C", "C", "C", "C", "C", "C", "C", "C", "C", "H", "H", "H", "H", "H", "H", "H", "H", "H", "H", "H", "H", "H", "H", "H", "H", "H", "H", "H", "H", "H", "H", "H", "H", "H", "H", "H", "H", "H", "H", "H", "H", "H", "H", "H", "H", "H", "H", "H", "H", "H", "H", "H", "H", "H", "H", "H", "H", "H", "H", "H", "H", "H", "H", "H", "H", "H", "H", "H", "H", "H", "H", "H"], "coordinates": [[-3.0093, -1.2489, 3.6710], [3.0698, 4.7795, -3.2194], [-5.3094, 6.3656, -6.9609], [1.4167, 1.3898, 0.6282], [-4.2528, 6.0469, -5.1148], [2.4811, 5.2927, -1.2173], [-5.1537, 5.8082, -5.8953], [-1.4209, -1.2513, 3.4576], [2.2441, 5.1203, -2.3978], [-5.0970, 0.4114, -0.0077], [-3.1694, 0.7770, -1.3968], [-4.8637, 2.4213, -1.3088], [-3.4484, -0.0726, 2.6747], [1.7057, -1.7984, 1.4352], [3.8138, -4.6537, -1.5507], [0.4808, -5.3826, 2.8438], [1.0013, -6.8158, 2.6049], [4.2317, 2.9675, 1.1746], [1.7287, 2.7885, 0.6361], [3.6342, -2.5754, -0.0409], [-0.0686, -5.1519, 4.2619], [-2.3307, 0.3889, 2.1077], [-5.9812, 4.1265, -4.3036], [2.5160, 2.7116, 3.0721], [0.8582, 5.3175, -2.8554], [1.0143, -4.5764, 5.1797], [2.0680, -7.1361, 0.2994], [4.4500, 1.6355, 0.4355], [4.7655, 4.1308, 0.3316], [0.5594, -4.5469, 6.6486], [-1.7258, 5.7005, -3.7108], [2.3024, -6.8519, 1.7811], [-0.9705, 1.7268, 0.7046], [-0.0969, 5.7232, -1.9410], [-6.1227, 4.7624, -5.5218], [-1.3979, 5.9162, -2.3780], [0.5527, 5.0929, -4.1850], [0.1334, 0.0371, 2.0583], [1.3361, -0.7448, 2.5045], [-2.2076, 1.4313, 1.1457], [-8.0337, 3.4424, -6.0556], [3.3543, -7.0155, -0.5631], [3.2014, -2.1231, 1.3642], [-6.8818, 3.1300, -3.9662], [2.7834, 3.2256, 1.6370], [-3.4049, 2.1657, 0.6190], [0.2060, 1.0502, 1.1552], [-7.9049, 2.7841, -4.8389], [-4.1495, 1.4040, -0.5199], [-1.1532, -0.3004, 2.5586], [-7.1380, 4.4415, -6.4043], [-0.7519, 5.2871, -4.6107], [3.4580, -4.0954, -0.1738], [3.2296, -6.0705, -1.7728], [-1.0091, 5.1166, -5.6468], [4.4168, 4.1021, -0.6929], [3.6762, 1.4077, -0.2928], [3.3240, 2.0700, 3.4196], [-8.8303, 3.1754, -6.7361], [-3.1441, -0.2255, -1.2651], [2.0768, 3.0320, -0.3695], [2.6784, 4.3122, 1.6906], [-2.1571, 6.2365, -1.6779], [-5.7247, 2.5948, -0.7981], [-5.4268, 0.6653, 0.9163], [-5.1553, 1.9510, -2.1594], [4.6663, -2.2856, -0.2496], [-3.4034, 0.9316, -2.3689], [4.9016, -4.7706, -1.5746], [1.3164, 4.7714, -4.8773], [5.3899, 1.7104, -0.1167], [4.5893, 0.8220, 1.1478], [3.0037, -2.1107, -0.8034], [2.9291, -7.6579, 2.1759], [2.1935, -0.0896, 2.6512], [1.5497, 2.2198, 3.1706], [3.4891, -3.9836, -2.3456], [3.7853, -1.2695, 1.7091], [1.3293, -4.7072, 2.7185], [1.0936, -2.6925, 1.5507], [-7.2290, 4.9581, -7.3479], [2.4912, 3.5614, 3.7563], [1.2012, -7.2641, 3.5808], [0.8747, -5.4510, 7.1655], [-4.6560, -0.4918, 0.1137], [5.8570, 4.0664, 0.3120], [4.2044, -6.7555, 0.0698], [-6.7881, 2.6236, -3.0195], [0.2439, -7.4100, 2.0917], [3.5748, -8.0114, -0.9526], [3.7605, -6.5208, -2.6119], [0.9926, -3.6869, 7.1606], [4.0813, -4.5518, 0.5936], [1.3196, -3.5923, 4.8274], [1.0793, -1.2335, 3.4437], [-2.7426, 5.8545, -4.0490], [-3.0897, 3.1213, 0.2092], [0.8333, 3.3914, 0.7915], [-0.5235, -4.4443, 6.7275], [-0.8594, -4.3990, 4.2186], [2.1770, -5.9338, -2.0297], [-0.4553, -6.0819, 4.6816], [2.4037, -4.2984, 0.0406], [3.4315, -2.9611, 2.0309], [-0.8519, 2.5062, -0.0357], [4.8497, 2.9078, 2.0751], [4.5350, 5.0758, 0.8237], [1.6959, -8.1583, 0.2214], [-0.2790, -5.1266, 2.1035], [2.8668, -5.9314, 1.9272], [-4.1107, 2.3111, 1.4399], [-5.1839, 4.3954, -3.6256], [1.8711, -5.2560, 5.1270], [1.4282, -1.3603, 0.4729], [1.3201, -6.4543, -0.1108], [0.1672, 5.8865, -0.9067], [-8.6011, 2.0001, -4.5718]], "atomic_forces_ev_per_a": [[-0.022, -0.039, 0.124], [0.047, 0.013, -0.016], [0.063, -0.027, 0.105], [0.038, 0.054, 0.403], [-0.366, 0.137, -0.243], [-0.184, 0.221, -0.113], [-0.278, -0.032, -0.248], [-0.017, -0.108, -0.007], [-0.135, -0.074, -0.012], [-0.004, -0.185, -0.084], [-0.223, 0.006, -0.250], [0.104, -0.242, 0.202], [-0.144, 0.112, -0.054], [0.158, 0.566, -0.209], [0.238, -0.918, 0.720], [-0.086, -0.356, 0.149], [0.416, 0.558, 0.036], [0.059, -0.134, -0.270], [0.116, 0.514, -0.639], [-0.135, -0.351, 0.080], [0.361, 0.668, -0.362], [0.377, -0.235, 0.103], [0.132, -0.045, 0.208], [-0.036, 0.417, -0.126], [-0.050, 0.024, -0.012], [-0.283, -0.979, 0.432], [0.704, 0.344, -0.015], [0.508, 0.331, 0.185], [0.608, -0.359, 0.597], [0.180, 0.490, -0.254], [-0.086, 0.019, 0.090], [-0.274, -0.586, 0.130], [0.545, 0.130, -0.106], [-0.118, 0.043, 0.180], [-0.059, -0.075, 0.021], [0.129, -0.067, -0.094], [-0.001, -0.047, -0.206], [0.483, -0.361, 0.494], [-0.199, -0.421, -0.231], [-0.787, 0.192, 0.080], [0.050, -0.018, 0.082], [-0.449, -0.388, -0.177], [-0.100, -0.409, -0.156], [-0.141, 0.012, -0.150], [0.142, -0.255, 0.485], [-0.161, -0.486, 0.002], [-0.299, 0.065, 0.021], [0.037, 0.056, -0.056], [0.332, 0.174, -0.039], [-0.227, 0.227, -0.296], [-0.119, -0.017, -0.145], [0.006, 0.019, 0.147], [-0.127, 0.801, -0.412], [0.314, 0.618, 0.246], [-0.003, 0.008, -0.023], [-0.170, 0.177, -0.034], [-0.105, -0.123, 0.094], [-0.160, -0.286, -0.033], [0.000, 0.015, -0.012], [0.134, 0.009, 0.097], [0.009, -0.043, -0.005], [-0.062, 0.029, -0.183], [-0.007, -0.001, 0.019], [-0.038, 0.239, -0.086], [0.016, 0.046, 0.024], [-0.137, -0.041, 0.018], [0.053, -0.048, 0.010], [0.027, 0.049, -0.006], [0.060, 0.349, -0.283], [0.080, 0.010, 0.075], [0.029, -0.053, -0.007], [-0.357, -0.190, -0.124], [0.093, 0.246, 0.015], [0.110, 0.027, -0.068], [-0.065, 0.121, 0.043], [0.074, -0.219, 0.012], [0.085, 0.050, -0.065], [-0.034, 0.084, -0.087], [-0.099, 0.199, -0.181], [-0.010, -0.078, 0.059], [0.081, 0.049, 0.015], [0.048, -0.020, 0.058], [-0.116, -0.117, 0.001], [-0.135, -0.039, 0.087], [0.049, 0.006, 0.028], [0.014, -0.060, -0.136], [0.053, 0.138, -0.036], [-0.081, 0.004, 0.042], [-0.070, -0.149, 0.185], [0.101, -0.010, 0.027], [-0.233, 0.047, -0.208], [0.057, -0.095, 0.150], [-0.140, -0.258, 0.051], [-0.003, 0.033, -0.058], [0.214, 0.041, 0.129], [0.486, -0.071, 0.225], [-0.030, 0.076, 0.061], [-0.130, -0.177, 0.116], [-0.042, -0.060, 0.004], [-0.258, -0.221, 0.078], [-0.047, -0.327, -0.152], [-0.172, 0.026, 0.020], [0.025, -0.205, 0.166], [0.063, 0.179, 0.261], [-0.045, -0.018, -0.092], [-0.025, 0.185, 0.073], [-0.181, 0.141, -0.308], [-0.276, 0.070, -0.087], [0.084, 0.071, -0.092], [-0.019, 0.092, -0.051], [-0.032, 0.297, -0.023], [0.030, 0.024, -0.034], [0.241, 0.274, -0.149], [0.003, -0.044, -0.061], [-0.181, -0.063, 0.112], [0.111, -0.005, -0.018], [-0.006, 0.009, 0.006]], "mulliken_charge": [0.036, -0.639, -0.591, -0.321, -0.656, -0.557, 0.973, -0.459, 1.069, -0.658, -0.562, -0.560, -0.645, -0.641, -0.878, 0.394, -0.931, 0.122, -1.538, -1.215, -0.945, 0.687, -0.340, -1.559, -0.040, 0.202, -0.763, -1.204, -1.839, -1.390, -0.478, -0.613, -1.040, -0.064, 0.214, -0.750, -0.365, -0.184, -0.585, 0.475, -0.363, -0.890, -0.447, -0.244, 1.151, -1.603, 0.026, -0.777, 0.502, 0.405, -0.524, -0.844, 0.074, -0.935, 0.398, 0.371, 0.199, 0.371, 0.379, 0.249, 0.197, 0.578, 0.415, 0.288, 0.286, 0.112, 0.408, 0.237, 0.317, 0.497, 0.540, 0.153, 0.500, 0.396, 0.039, 0.230, 0.340, 0.467, -0.424, 0.165, 0.460, 0.350, 0.407, 0.330, 0.272, 0.517, 0.490, 0.418, 0.333, 0.500, 0.367, 0.401, 0.355, -0.115, 0.411, 0.974, 0.530, 0.649, 0.329, 0.290, 0.416, 0.348, 0.025, 0.313, 0.990, 0.429, 0.424, 0.429, 0.494, 0.233, 0.520, 0.618, 0.296, 0.533, 0.379, 0.486, 0.398]}